Formula: C9H14
Source: the OMol25 dataset
Level of theory: wB97M-V/def2-TZVPD

The geometry in ORCA input format:
```
! wB97M-V def2-TZVPD RIJCOSX def2/J DEFGRID3
* xyz 0 1
C -2.74905 1.38403 0.13410
C 0.98679 1.04166 0.91322
C 1.50260 1.01514 -0.38695
C -0.37980 1.00444 1.12256
C -1.30783 1.03788 0.09234
C 0.63006 1.16879 -1.46510
C -0.72828 1.09379 -1.19423
H 1.67478 0.93359 1.74024
H 2.57751 1.11076 -0.25222
H -0.77109 0.93130 2.13599
H 0.91834 1.28753 -2.50037
H -2.98378 2.37668 -0.28789
H -3.28516 1.38930 1.07705
H -1.42815 1.18041 -2.02350
H -3.32380 0.72131 -0.51850
C 0.93821 -2.33825 0.23757
C 1.13999 -3.88358 0.25186
H 0.56587 -1.95378 -0.71131
H 0.45413 -1.91546 1.10950
H 1.96493 -1.95700 0.30668
H 0.17569 -4.26277 0.61467
H 1.18991 -4.23642 -0.77626
H 1.97362 -4.20560 0.85754
*
```

Results
Lowest unoccupied orbital energy, eV: 0.96
HOMO-LUMO gap, eV: 9.9
Total energy, hartree: -351.29448
HOMO, Ha: -0.3288
ΔE to the lowest compared entry with this formula, charge and spin, kcal/mol: 22.4
SMILES: Cc1ccccc1.CC